Below is a molecular structure, C16H42O20P4Pb at a distorted geometry, with properties calculated with wB97M-V/def2-TZVPD.

energy: -100634.64260 eV
E_HOMO: -7.31 eV
energy relative to the best compared isomer or geometry (same formula, charge and spin): 78.7 kcal/mol
LUMO: 0.4 eV
spin multiplicity: 1

Positions of all 83 atoms, in Å:
Pb -0.08630 0.53959 0.39592
C -0.01277 -1.07185 -4.00250
C -0.05616 -0.33418 -2.64374
O -1.10398 0.19658 -2.30041
O 0.87905 -0.34532 -1.83823
H 0.02578 -0.51609 -4.93937
H -0.97351 -1.57175 -4.12568
H 0.91689 -1.63652 -3.93191
C 1.24221 2.44477 4.16435
C 0.67404 1.89373 2.87741
O 0.97625 2.45320 1.80499
O -0.10954 0.95528 2.93847
H 2.09684 1.94822 4.62386
H 0.51220 2.45096 4.97378
H 1.59796 3.46875 4.05043
C -1.50658 -4.00346 3.17958
O -0.98293 -4.29769 1.88228
P 0.01242 -3.23214 1.11694
O -0.48068 -1.83968 0.85174
O 1.36918 -3.43907 2.00878
C 1.95858 -4.70117 2.41677
O 0.42668 -4.04386 -0.21912
C -0.21297 -4.01014 -1.51376
H -1.20081 -4.70151 3.95888
H -2.59469 -3.94253 3.15897
H -1.16169 -3.01729 3.49046
H 1.74533 -5.51137 1.71948
H 1.45661 -5.07960 3.30723
H 3.02466 -4.70742 2.64375
H -0.68448 -4.99032 -1.58470
H 0.58081 -3.65708 -2.17206
H -0.91965 -3.18147 -1.46898
C 3.67900 -0.92959 3.66054
O 4.31986 -0.49020 2.43913
P 3.55104 -0.85202 1.03181
O 2.09741 -0.49281 1.05154
O 4.23525 -0.02248 -0.16305
C 3.97686 -0.36530 -1.50904
O 3.84948 -2.40656 0.87188
C 5.16695 -2.96126 0.72816
H 3.30616 -0.08092 4.23399
H 4.41435 -1.46297 4.26292
H 2.98510 -1.72872 3.39982
H 3.56348 0.38678 -2.18104
H 3.47265 -1.32346 -1.63469
H 4.99344 -0.58807 -1.83313
H 5.71075 -3.40814 1.56044
H 5.72235 -2.22952 0.14149
H 4.98068 -3.75542 0.00516
C -5.87287 2.89989 -0.01862
O -4.82044 2.26724 0.72355
P -4.01937 1.08586 0.00364
O -2.64240 0.82897 0.60000
O -4.17275 1.36917 -1.51146
C -4.00900 0.30928 -2.47098
O -5.06630 -0.18636 0.25299
C -4.44474 -1.42900 0.46182
H -5.35909 3.55403 -0.72304
H -6.52524 3.58491 0.52290
H -6.49592 2.20158 -0.57745
H -3.61630 -0.58892 -1.99440
H -3.48816 0.62848 -3.37372
H -5.05699 0.05015 -2.62158
H -5.11027 -2.17354 0.02497
H -4.26441 -1.82209 1.46235
H -3.48801 -1.53510 -0.04957
C -1.92045 3.59233 -3.48632
O -0.52238 3.63996 -3.37893
P 0.08836 3.85083 -1.82174
O -0.30525 2.79144 -0.89456
O -0.47029 5.36209 -1.43967
C -0.40885 5.93492 -0.12418
O 1.68181 3.99199 -2.05023
C 2.55180 2.90266 -2.13509
H -2.38314 4.00895 -2.59164
H -2.41257 2.62935 -3.62261
H -2.13662 4.32022 -4.26834
H -0.60461 5.15859 0.61547
H -1.23600 6.60472 0.11094
H 0.58189 6.38274 -0.04667
H 3.08162 2.83652 -1.18481
H 3.35772 3.16140 -2.82184
H 2.07565 1.97781 -2.46070